*i*
Entry from the OMol25 dataset: an isolated ion of composition CH9N6 and charge +1 (ωB97M-V/def2-TZVPD).

Values from the calculation:
- Structure (SMILES): NC(N)=N[NH+](N)N
- Total charge: +1

Atoms and positions in Å:
N 1.44106 1.06213 0.38106
N 2.37422 -0.97722 -0.20516
N -1.37385 1.04978 -0.55468
N 0.09603 -0.88152 -0.17359
N -2.27751 -0.78005 0.41521
N -1.03971 -0.05160 0.25639
C 1.23312 -0.29132 -0.06898
H 2.41888 1.31934 0.45571
H -1.66155 0.68873 -1.41371
H -2.15576 1.49585 -0.07618
H -2.42304 -1.46801 -0.39672
H -0.80398 0.26624 1.17003
H 2.24637 -1.59259 -1.04770
H 3.26681 -0.35758 -0.11798
H 0.86358 1.83940 0.16592
H -2.20466 -1.32157 1.21040

***

*ii*
Entry from the OMol25 dataset: a 2-piece molecular cluster, CH9N6 overall (ωB97M-V/def2-TZVPD).

Values from the calculation:
- Total charge: +1

Atoms and positions in Å:
N 0.24950 1.29717 -1.80921
N -2.70447 -1.30140 1.64324
N 0.92043 -0.20738 -0.14333
N -1.73708 -1.74539 2.22468
N 2.32917 1.45233 -0.86432
N -0.34709 -0.64732 -0.20339
C 1.17216 0.81495 -0.97001
H -0.75699 1.08587 -1.65824
H 2.96263 1.27473 -0.14687
H 0.38786 2.07224 -2.40260
H -1.86974 -2.45132 2.93073
H 2.49623 2.32550 -1.40499
H -0.57227 -1.00419 0.70563
H -3.65968 -1.56751 2.14439
H 1.84618 -0.79497 0.07302
H -0.53439 -1.45515 -0.87894

***

Most stable of them? *ii*.